1 | A cluster of 2 separate species, C21H27N4 in total. Source: the Open Molecules 2025 dataset; level of theory: ωB97M-V with the def2-TZVPD basis set.

```
52
Properties=species:S:1:pos:R:3:nbo_charge:R:1
C 4.4460 -1.2529 0.4092 -0.41
N 3.6704 -0.0927 -0.0016 -0.31
C 4.3975 1.1589 -0.1770 -0.43
C 2.3744 -0.1960 -0.2685 0.23
C 1.5997 0.8678 -0.7650 -0.42
C 0.2266 0.8083 -0.8754 0.09
C -0.5674 1.8064 -1.5412 -0.09
C -1.9644 1.6103 -1.7035 -0.16
C -2.7406 2.5198 -2.4128 -0.22
C -2.1578 3.6671 -2.9739 -0.14
C -0.7816 3.8892 -2.8186 -0.22
C 0.0057 2.9780 -2.1193 -0.18
H 5.4114 -0.8960 0.7752 0.22
H 3.9177 -1.7963 1.2032 0.23
H 4.6126 -1.9466 -0.4288 0.23
H 5.3778 1.0268 0.2880 0.23
H 4.5383 1.4093 -1.2399 0.23
H 3.8659 1.9893 0.3065 0.23
H 1.9026 -1.1741 -0.0981 0.24
H 2.1267 1.7548 -1.1264 0.21
H -0.2769 -0.1072 -0.5542 0.26
H -2.4045 0.7136 -1.2619 0.23
H -3.8087 2.3412 -2.5281 0.23
H -2.7691 4.3824 -3.5278 0.23
H -0.3252 4.7829 -3.2465 0.23
H 1.0791 3.1522 -2.0254 0.21
C 0.1864 -4.3989 -1.8480 -0.22
C 0.6750 -4.4227 -0.5347 -0.21
C 0.0842 -3.6160 0.4411 -0.23
C -0.9782 -2.7721 0.0941 -0.04
C -1.5860 -1.8547 1.1362 -0.26
N -1.1450 -0.4879 0.9789 -0.66
C -1.5183 0.3057 1.9573 0.62
N -1.1453 1.6076 2.1130 -0.61
C -1.6772 2.1927 3.3169 -0.22
C -2.5744 1.0976 3.8821 -0.21
N -2.3353 -0.0086 2.9900 -0.62
C -1.4856 -2.7665 -1.2074 -0.16
C -0.8947 -3.5734 -2.1848 -0.22
H 0.6425 -5.0327 -2.6094 0.22
H 1.5107 -5.0708 -0.2626 0.22
H 0.4355 -3.6192 1.4771 0.21
H -2.6906 -1.9159 1.0332 0.18
H -1.3048 -2.2577 2.1275 0.18
H -0.4850 2.0555 1.4912 0.41
H -0.8750 2.4318 4.0196 0.20
H -2.2453 3.0969 3.0950 0.20
H -2.3105 0.8199 4.9061 0.21
H -3.6313 1.3836 3.8596 0.20
H -2.7781 -0.9143 3.0800 0.42
H -2.3381 -2.1214 -1.4392 0.20
H -1.2916 -3.5552 -3.2012 0.22
```

**Charge**: +1
**Molecular weight**: 335.5 u
**HOMO energy**: -0.405 Eh

---

2 | A cluster of 2 separate species, C21H27N4 in total. Source: the Open Molecules 2025 dataset; level of theory: ωB97M-V with the def2-TZVPD basis set.

```
52
Properties=species:S:1:pos:R:3:nbo_charge:R:1
C -4.2540 -1.0107 -1.6018 -0.42
N -2.9495 -1.6406 -1.4631 -0.30
C -2.8574 -3.0747 -1.7072 -0.43
C -1.8483 -0.9262 -1.2429 0.22
C -0.5598 -1.4904 -1.2579 -0.42
C 0.5576 -0.8043 -0.8320 0.09
C 1.9074 -1.2828 -0.9354 -0.09
C 2.9798 -0.4496 -0.5227 -0.16
C 4.3033 -0.8334 -0.7081 -0.22
C 4.6041 -2.0933 -1.2522 -0.14
C 3.5599 -2.9535 -1.6249 -0.22
C 2.2313 -2.5652 -1.4673 -0.18
H -5.0117 -1.7984 -1.6011 0.23
H -4.4324 -0.3191 -0.7686 0.23
H -4.3275 -0.4371 -2.5387 0.23
H -3.8724 -3.4808 -1.6907 0.23
H -2.3895 -3.2858 -2.6802 0.22
H -2.2545 -3.5513 -0.9253 0.23
H -1.9799 0.1402 -1.0172 0.24
H -0.4430 -2.5215 -1.6072 0.21
H 0.4205 0.2070 -0.4462 0.26
H 2.7251 0.5103 -0.0641 0.23
H 5.1076 -0.1499 -0.4304 0.23
H 5.6407 -2.4009 -1.3860 0.23
H 3.7843 -3.9348 -2.0459 0.23
H 1.4266 -3.2434 -1.7568 0.21
C -1.3151 3.8924 -2.4564 -0.22
C -2.2699 3.6236 -1.4680 -0.21
C -1.8643 3.1346 -0.2229 -0.23
C -0.5047 2.9137 0.0332 -0.04
C -0.0697 2.3442 1.3713 -0.26
N 0.2118 0.9322 1.3052 -0.66
C 0.4932 0.3713 2.4549 0.62
N 0.7314 -0.9568 2.6563 -0.61
C 0.8820 -1.2837 4.0534 -0.21
C 0.8745 0.0799 4.7379 -0.21
N 0.5883 0.9847 3.6574 -0.62
C 0.4510 3.2047 -0.9459 -0.16
C 0.0457 3.6940 -2.1926 -0.22
H -1.6321 4.2579 -3.4325 0.22
H -3.3315 3.7937 -1.6555 0.22
H -2.5909 2.9087 0.5642 0.21
H 0.8368 2.8970 1.6906 0.18
H -0.8771 2.5533 2.0968 0.18
H 0.6646 -1.6173 1.8919 0.41
H 0.0404 -1.8912 4.4063 0.19
H 1.8168 -1.8197 4.2313 0.21
H 0.1078 0.1305 5.5151 0.20
H 1.8470 0.2996 5.1863 0.20
H 0.4863 1.9856 3.7636 0.42
H 1.5091 3.0359 -0.7210 0.20
H 0.8002 3.9211 -2.9468 0.22
```

**Charge**: +1
**Molecular weight**: 335.5 u
**HOMO energy**: -0.403 Eh

---

If we sort the structures by their calculated energies, the order from most to least stable is 2, 1.

---

1 | An isolated molecule of C2H3Cl2N2P. Source: the Open Molecules 2025 dataset; level of theory: ωB97M-V with the def2-TZVPD basis set.

```
10
Properties=species:S:1:pos:R:3:nbo_charge:R:1
C 0.4227 -0.7013 -1.1272 -0.08
C 0.9384 0.4829 -0.9147 -0.27
N -0.2663 -1.4014 -0.1643 -0.92
N -0.1611 0.7731 1.4879 -1.23
P -0.8008 -0.5801 1.0340 1.80
Cl 1.6779 1.3487 -2.2326 -0.04
Cl -2.2778 -1.4091 2.0413 -0.18
H 0.3916 -1.1548 -2.0993 0.21
H 0.6774 1.0823 -0.0033 0.27
H -0.6021 1.5597 1.9781 0.42
```

**Molecular weight**: 156.9 u
**HOMO energy**: -0.316 Eh
**Structure (SMILES)**: [H]\N=P(/Cl)=N\C=C\Cl

---

2 | An isolated molecule of C2H3Cl2N2P. Source: the Open Molecules 2025 dataset; level of theory: ωB97M-V with the def2-TZVPD basis set.

```
10
Properties=species:S:1:pos:R:3:nbo_charge:R:1
C 1.7995 -0.2570 -0.2312 0.25
C 0.5947 -0.3050 0.4817 -0.36
N 2.7323 -0.3313 -0.8785 -0.27
N -0.5819 -0.6178 -0.3324 -0.99
P -1.7069 0.4131 -0.8235 1.10
Cl -0.4201 2.0733 -0.9807 -0.32
Cl -2.6865 0.8709 1.0117 -0.37
H 0.4947 -1.0486 1.3211 0.26
H 0.5327 0.7676 1.0118 0.28
H -0.7584 -1.5652 -0.5801 0.42
```

**Molecular weight**: 156.9 u
**HOMO energy**: -0.376 Eh
**Structure (SMILES)**: N#CCNP(Cl)Cl

---

If we sort the structures by their calculated energies, the order from most to least stable is 2, 1.

---

1 | An isolated molecule of C5H7NOS. Source: the Open Molecules 2025 dataset; level of theory: ωB97M-V with the def2-TZVPD basis set.

```
15
Properties=species:S:1:pos:R:3:nbo_charge:R:1
C 0.1292 1.3336 1.0637 -0.60
C 0.0539 0.5143 -0.2483 0.12
C -1.2656 -0.1721 -0.4778 -0.25
C -1.1178 -1.4750 -0.2104 -0.02
C 1.0267 -0.6498 -0.1644 0.12
H -0.5928 2.1526 1.0389 0.22
H -0.0416 0.7953 1.9945 0.21
H 1.1182 1.7994 1.1090 0.24
H 0.8513 1.0473 -1.9826 0.48
H -2.1660 0.3697 -0.5489 0.22
H -1.7922 -2.3164 -0.2493 0.22
H 0.5031 -2.6969 0.1400 0.42
N 0.2255 -1.7331 -0.0318 -0.58
O 0.3901 1.4721 -1.2428 -0.70
S 2.6780 -0.4410 -0.1898 -0.11
```

**Molecular weight**: 129.2 u
**HOMO energy**: -0.314 Eh
**Structure (SMILES)**: C[C@]1(O)C=CNC1=S

---

2 | A structure of composition C5H7NOS. Source: the Open Molecules 2025 dataset; level of theory: ωB97M-V with the def2-TZVPD basis set.

```
15
Properties=species:S:1:pos:R:3:nbo_charge:R:1
C 0.7520 0.0529 -0.0816 -0.26
C 0.0000 -0.6383 1.0295 -0.41
C -1.0929 -0.6424 0.0133 -0.06
C -0.0349 -0.8760 -1.0630 -0.39
C -0.0984 1.3787 -0.1192 0.69
H 2.6105 1.4375 -0.1624 0.15
H 0.3854 -1.6631 1.2387 0.21
H -0.1562 -0.1343 2.0096 0.22
H -1.9908 -1.2327 0.0694 0.22
H 0.3955 -1.8935 -1.0574 0.22
H -0.1491 -0.5041 -2.0701 0.22
H -2.1069 1.2793 0.4019 0.41
N -1.3729 0.8238 -0.1172 -0.64
O 0.3025 2.4930 -0.0784 -0.56
S 2.5563 0.1191 -0.0132 -0.01
```

**Molecular weight**: 129.2 u
**HOMO energy**: -0.338 Eh

---

If we sort the structures by their calculated energies, the order from most to least stable is 1, 2.

---

1 | An isolated molecule of C5H7NOS. Source: the Open Molecules 2025 dataset; level of theory: ωB97M-V with the def2-TZVPD basis set.

```
15
Properties=species:S:1:pos:R:3:nbo_charge:R:1
C 1.6475 -0.1125 -1.1531 -0.68
C 0.7639 -1.1142 -0.4450 -0.06
C -0.3613 -0.4618 0.2250 -0.23
C -1.0401 -1.1140 1.1908 -0.25
C -0.8328 0.9117 -0.1834 0.65
H 2.7309 -0.4532 -1.1450 0.24
H 1.4846 0.8782 -0.6990 0.21
H 1.3599 -0.0474 -2.2142 0.26
H -1.9499 -0.7854 1.6288 0.21
H -0.5756 -2.0101 1.5077 0.22
H -0.8870 1.4291 1.7605 0.39
H -1.1962 2.6596 0.6912 0.40
N -1.2521 1.6909 0.8432 -0.80
O -0.8967 1.2600 -1.3596 -0.59
S 1.0050 -2.7311 -0.6479 0.03
```

**Molecular weight**: 129.2 u
**HOMO energy**: -0.322 Eh
**Structure (SMILES)**: C=C(C(N)=O)C(C)=S

---

2 | An isolated molecule of C5H7NOS. Source: the Open Molecules 2025 dataset; level of theory: ωB97M-V with the def2-TZVPD basis set.

```
15
Properties=species:S:1:pos:R:3:nbo_charge:R:1
C 1.4639 1.9949 -0.4769 -0.27
C -0.1059 -0.8639 1.8963 -0.48
C 0.9061 0.8203 -0.2690 -0.35
C -0.6233 -1.4307 0.8413 -0.06
C -0.2542 0.4689 -1.0358 0.04
N -1.1986 -0.7930 -0.1707 -0.15
O -2.0864 -1.3218 -1.1427 -0.55
S -0.6178 0.6512 -2.5961 0.06
H 2.3748 2.4081 0.0393 0.22
H 0.8893 2.6868 -1.0944 0.20
H 0.5987 -1.4621 2.5875 0.21
H -0.1954 0.1956 2.1307 0.20
H 1.2833 0.0588 0.3438 0.25
H -0.5197 -2.5184 0.9066 0.21
H -1.9149 -0.8946 -1.9600 0.47
```

**Molecular weight**: 129.2 u
**HOMO energy (spin up / spin down)**: -0.295 / -0.295 Eh
**Structure (SMILES)**: C=CC(=S)N(O)C=C

---

If we sort the structures by their calculated energies, the order from most to least stable is 1, 2.